(1)
The following is a quantum chemistry calculation of the molecule CH2FNOS, from OMol25.

Structure (XYZ):
```
7
Properties=species:S:1:pos:R:3:mulliken_charge:R:1
C 1.291 1.485 0.388 -0.271
S 0.577 0.081 -0.511 0.668
O 0.950 -0.517 -1.746 -0.459
N -0.715 -0.938 0.329 -0.151
F -1.631 -1.252 -0.800 -0.196
H 0.663 1.372 1.364 0.123
H -1.135 -0.231 0.977 0.285
```

Summary:
- maximum force (eV Å⁻¹) = 5.7
- HOMO-LUMO gap (spin up / spin down) (eV) = 8.87 / 8.87
- energy relative to the best compared isomer or geometry (same formula, charge and spin) (eV) = 7.734
- LUMO level (spin up / spin down) (eV) = -1.1 / -1.1

***

(2)
The following is a quantum chemistry calculation of a cluster of 2 separate species, CH2FO2S in total, from OMol25.

Structure (XYZ):
```
7
Properties=species:S:1:pos:R:3:mulliken_charge:R:1
C -1.168 0.429 -0.159 -0.641
O 1.145 0.710 -1.249 -0.501
O 1.205 0.681 1.242 -0.513
F 1.227 -1.973 0.237 -0.758
S 0.579 0.314 -0.004 0.986
H -1.701 0.119 0.861 0.192
H -1.287 -0.279 -0.928 0.235
```

Summary:
- maximum force (eV Å⁻¹) = 4.1
- HOMO-LUMO gap (eV) = 8.50
- energy relative to the best compared isomer or geometry (same formula, charge and spin) (eV) = 1.238
- LUMO level (eV) = 3.7
- charge = -1

***

(3)
The following is a quantum chemistry calculation of the molecule CH2FOPS, from OMol25.

Structure (XYZ):
```
7
Properties=species:S:1:pos:R:3:mulliken_charge:R:1
C -1.360 -0.731 0.298 -0.323
P -0.646 -0.289 -1.076 0.012
S 1.089 1.124 -0.094 0.517
O 1.879 0.066 0.512 -0.423
F 1.896 1.842 -1.405 -0.283
H -2.122 -1.452 0.585 0.293
H -0.736 -0.560 1.179 0.207
```

Summary:
- maximum force (eV Å⁻¹) = 2.5
- HOMO-LUMO gap (eV) = 8.35
- energy relative to the best compared isomer or geometry (same formula, charge and spin) (eV) = 2.711
- LUMO level (eV) = -0.7

***

(4)
The following is a quantum chemistry calculation of a structure of composition CH2GaO4, from OMol25.

Structure (XYZ):
```
8
Properties=species:S:1:pos:R:3:mulliken_spin:R:1
O -0.677 1.005 0.751 0.060
C -1.370 0.199 0.012 -0.002
O -1.092 -1.099 0.140 0.014
O -1.669 0.598 -1.136 0.015
Ga 0.986 1.450 0.190 0.795
H 0.059 -1.211 0.176 -0.002
O 1.569 -0.250 0.219 0.119
H 2.195 -0.692 -0.353 0.000
```

Summary:
- expectation value of S² = 0.7533
- maximum force (eV Å⁻¹) = 7.4
- multiplicity = 2
- HOMO-LUMO gap (spin up / spin down) (eV) = 9.35 / 6.29
- LUMO level (spin up / spin down) (eV) = -0.3 / -3.3

***

(5)
The following is a quantum chemistry calculation of a cluster of 2 separate species, CH2IN2PS in total, from OMol25.

Structure (XYZ):
```
8
Properties=species:S:1:pos:R:3:mulliken_charge:R:1
H -2.113 2.307 1.522 0.089
P -1.804 1.746 0.227 0.121
N -1.301 0.343 0.745 -0.380
N -1.055 -0.599 -0.146 0.260
C -0.859 -1.658 -0.626 0.302
S -0.688 -3.001 -1.363 -0.391
I 4.399 0.525 -0.823 -0.096
H 3.420 0.336 0.463 0.095
```

Summary:
- maximum force (eV Å⁻¹) = 1.9
- HOMO-LUMO gap (eV) = 7.51
- energy relative to the best compared isomer or geometry (same formula, charge and spin) (eV) = 2.503
- LUMO level (eV) = -1.4

***

(6)
The following is a quantum chemistry calculation of a cluster of 2 separate species, CH2INO in total, from OMol25.

Structure (XYZ):
```
6
Properties=species:S:1:pos:R:3:mulliken_charge:R:1
C -1.586 -0.159 0.021 0.104
N -1.255 0.887 -0.289 -0.404
O 1.080 -1.334 -0.172 -0.655
I 2.207 0.095 -0.201 0.523
H -1.710 -1.006 0.490 0.298
H 1.263 1.516 0.151 0.134
```

Summary:
- maximum force (eV Å⁻¹) = 4.7
- HOMO-LUMO gap (eV) = 8.98
- energy relative to the best compared isomer or geometry (same formula, charge and spin) (eV) = 5.067
- LUMO level (eV) = -0.1

***

(7)
The following is a quantum chemistry calculation of the molecule CH2INO3, from OMol25.

Structure (XYZ):
```
8
Properties=species:S:1:pos:R:3:mulliken_charge:R:1
O 1.504 -0.642 -0.589 -0.566
N 2.012 -0.172 0.352 1.223
O 3.078 0.164 0.607 -0.534
O 1.098 -0.049 1.503 -0.316
C -0.258 0.008 1.126 -0.501
I -1.056 2.070 0.974 0.020
H -0.340 -0.403 -0.006 0.340
H -0.901 -0.545 1.838 0.333
```

Summary:
- maximum force (eV Å⁻¹) = 3.2
- HOMO-LUMO gap (eV) = 9.67
- energy relative to the best compared isomer or geometry (same formula, charge and spin) (eV) = 0.021
- LUMO level (eV) = -0.1

***

(8)
The following is a quantum chemistry calculation of the molecule CH2IPS, from OMol25.

Structure (XYZ):
```
6
Properties=species:S:1:pos:R:3:mulliken_charge:R:1
P -0.466 0.902 0.505 -0.037
C 0.107 -0.404 -0.585 -0.014
S -0.992 -1.312 -1.372 -0.149
I 2.160 -0.251 -1.355 0.058
H -1.211 -0.033 1.201 0.070
H 0.402 1.098 1.604 0.072
```

Summary:
- maximum force (eV Å⁻¹) = 1.8
- HOMO-LUMO gap (eV) = 7.93
- energy relative to the best compared isomer or geometry (same formula, charge and spin) (eV) = 0.680
- LUMO level (eV) = -1.1

***

(9)
The following is a quantum chemistry calculation of the molecule CH2N2O, from OMol25.

Structure (XYZ):
```
6
Properties=species:S:1:pos:R:3:mulliken_charge:R:1
O -0.975 0.277 -1.615 -0.626
N -0.258 -0.195 -0.780 0.738
N 0.589 -1.034 -0.423 -0.460
C 0.178 0.071 0.538 -0.102
H -0.378 -0.173 1.395 0.248
H 0.845 1.053 0.884 0.202
```

Summary:
- maximum force (eV Å⁻¹) = 3.7
- HOMO-LUMO gap (eV) = 11.31
- energy relative to the best compared isomer or geometry (same formula, charge and spin) (eV) = 4.791
- LUMO level (eV) = 0.7

***

(10)
The following is a quantum chemistry calculation of a cluster of 2 separate species, CH2N2O2 in total, from OMol25.

Structure (XYZ):
```
7
Properties=species:S:1:pos:R:3:mulliken_charge:R:1
C -0.405 -0.507 -0.257 0.495
N 0.793 -0.483 0.352 -0.098
N -0.183 0.773 -0.805 -0.274
O -1.252 -1.340 -0.479 -0.554
O 0.927 0.865 -0.045 -0.140
H 1.299 -0.914 1.136 0.273
H -1.179 1.606 0.098 0.299
```

Summary:
- maximum force (eV Å⁻¹) = 6.3
- HOMO-LUMO gap (eV) = 8.91
- energy relative to the best compared isomer or geometry (same formula, charge and spin) (eV) = 7.199
- LUMO level (eV) = -0.8